1.
Molecular formula: C28H29N3NbSi
Method: DFT, ωB97M-V/def2-TZVPD

Output
Maximum force = 5.50 eV/Å
Gap between HOMO and LUMO (alpha / beta) = 3.0922 / 3.1242 eV
Net charge = +3
LUMO level (alpha / beta) = -0.453 / -0.453 hartree

CARTESIAN COORDINATES (ANGSTROEM)
C -1.13 -1.72 1.97
C 0.18 -1.33 2.34
C 0.12 -0.08 3.02
H 1.08 -1.94 2.24
C -1.30 0.19 3.28
C -2.06 -0.81 2.55
H -3.14 -0.88 2.49
H -1.43 -2.59 1.38
H 0.96 0.36 3.53
H -1.71 1.04 3.84
Nb -1.01 0.56 1.26
C -0.04 0.45 -0.59
H 0.57 0.78 0.31
H -1.07 0.53 -0.96
H 0.63 0.51 -1.41
Si 1.05 -2.50 -1.20
C 0.58 -2.09 -3.02
C -0.15 -3.23 -3.37
H -0.46 -3.91 -2.57
C -0.47 -3.53 -4.70
H -0.97 -4.45 -4.94
C -0.12 -2.68 -5.73
H -0.10 -2.99 -6.80
C 0.32 -1.38 -5.34
H 0.31 -0.59 -6.10
C 0.83 -1.14 -4.04
H 1.36 -0.20 -3.81
C 2.78 -2.18 -0.62
C 3.36 -3.36 -1.19
H 2.91 -3.80 -2.10
C 4.13 -4.19 -0.37
H 4.18 -5.23 -0.61
C 4.78 -3.64 0.73
H 5.60 -4.20 1.20
C 4.54 -2.29 1.08
H 5.16 -1.83 1.88
C 3.45 -1.58 0.49
H 3.04 -0.66 0.95
H 0.01 -1.75 -0.42
H 0.96 -3.86 -1.02
N -1.48 2.84 -0.18
C -0.47 3.30 0.72
C 0.16 4.53 0.46
C 1.22 4.99 1.27
C 1.48 4.18 2.36
C 0.84 2.99 2.55
N -0.04 2.44 1.65
C -2.75 2.62 0.36
C -3.83 3.38 0.08
C -4.99 3.30 0.80
C -5.02 2.33 1.80
C -3.95 1.48 2.01
N -2.84 1.57 1.20
H -1.62 3.45 -0.98
H -0.11 5.07 -0.43
H 1.72 5.94 1.08
H 2.29 4.46 3.00
H 1.07 2.36 3.37
H -3.72 4.06 -0.74
H -5.82 3.98 0.70
H -5.89 2.17 2.43
H -3.97 0.73 2.83

2.
Molecular formula: C28H29N3O3
Method: DFT, ωB97M-V/def2-TZVPD

Output
Maximum force = 0.60 eV/Å
Gap between HOMO and LUMO = 8.2455 eV
Net charge = 0
LUMO level = 0.022 hartree
SMILES = Cc1cccc(N2CCN(C(=O)c3cccc(N4C(=O)[C@@H]5[C@H](C4=O)[C@H]4C=C[C@@H]5C4)c3)C[C@@H]2C)c1

CARTESIAN COORDINATES (ANGSTROEM)
C 2.04 -2.13 6.73
C 2.67 -1.21 5.73
C 3.25 -0.02 6.16
C 3.85 0.82 5.24
C 3.86 0.50 3.89
C 3.28 -0.69 3.44
N 3.31 -1.10 2.11
C 2.09 -1.56 1.49
C 1.38 -0.42 0.73
N 2.29 0.17 -0.22
C 2.20 0.07 -1.57
O 3.10 0.41 -2.31
C 0.90 -0.44 -2.12
C 0.91 -1.58 -2.91
C -0.27 -2.03 -3.49
C -1.45 -1.34 -3.29
C -1.45 -0.20 -2.50
N -2.67 0.52 -2.30
C -2.76 1.90 -2.40
O -1.85 2.64 -2.63
C -4.21 2.28 -2.18
C -4.94 0.96 -1.93
C -3.87 -0.11 -2.01
O -4.01 -1.29 -1.85
C -5.93 0.86 -3.13
C -6.92 1.98 -2.90
C -6.29 3.12 -3.12
C -4.86 2.79 -3.50
C -5.08 1.47 -4.25
C -0.28 0.25 -1.91
C 3.51 0.66 0.38
C 4.22 -0.47 1.16
C 4.79 -1.52 0.19
C 2.70 -1.53 4.39
H 1.19 -1.65 7.21
H 2.75 -2.39 7.52
H 1.70 -3.05 6.26
H 3.24 0.24 7.21
H 4.30 1.75 5.56
H 4.32 1.19 3.20
H 1.41 -1.94 2.25
H 2.32 -2.37 0.79
H 0.50 -0.80 0.23
H 1.08 0.35 1.45
H 1.83 -2.10 -3.08
H -0.27 -2.92 -4.10
H -2.37 -1.69 -3.74
H -4.29 3.02 -1.39
H -5.47 0.88 -0.98
H -6.33 -0.14 -3.28
H -7.93 1.82 -2.57
H -6.66 4.12 -3.01
H -4.29 3.57 -3.99
H -5.65 1.61 -5.17
H -4.16 0.93 -4.47
H -0.29 1.15 -1.32
H 4.15 1.03 -0.42
H 3.26 1.48 1.06
H 5.05 -0.05 1.72
H 5.64 -1.10 -0.33
H 4.05 -1.82 -0.55
H 5.11 -2.39 0.75
H 2.28 -2.47 4.07

3.
Molecular formula: C28H29N3O3S
Method: DFT, ωB97M-V/def2-TZVPD

Output
Maximum force = 1.08 eV/Å
Gap between HOMO and LUMO = 8.3310 eV
Net charge = 0
LUMO level = 0.023 hartree
SMILES = O=C(c1cccc(S(=O)(=O)N2CCN(c3ccccc3)CC2)c1)N1CC=C(c2ccccc2)CC1

CARTESIAN COORDINATES (ANGSTROEM)
O 1.61 0.92 1.91
C 1.65 0.10 1.01
C 1.15 0.44 -0.37
C 1.99 0.95 -1.35
C 1.48 1.32 -2.58
C 0.12 1.21 -2.84
C -0.71 0.72 -1.85
S -2.47 0.55 -2.13
O -2.69 0.50 -3.55
O -2.94 -0.52 -1.31
N -3.21 1.93 -1.59
C -3.13 3.12 -2.41
C -2.55 4.28 -1.59
N -1.53 3.81 -0.70
C -0.18 3.96 -0.94
C 0.30 4.36 -2.20
C 1.66 4.55 -2.40
C 2.57 4.34 -1.39
C 2.10 3.93 -0.15
C 0.75 3.75 0.08
C -2.03 2.95 0.35
C -3.26 2.16 -0.17
C -0.21 0.32 -0.62
N 2.13 -1.15 1.16
C 2.48 -1.63 2.49
C 1.79 -2.91 2.81
C 1.07 -3.62 1.94
C 0.40 -4.88 2.32
C -0.83 -5.22 1.76
C -1.46 -6.40 2.12
C -0.87 -7.26 3.02
C 0.36 -6.94 3.57
C 0.99 -5.76 3.22
C 0.92 -3.15 0.52
C 2.06 -2.19 0.17
H 3.05 1.05 -1.15
H 2.14 1.70 -3.35
H -0.30 1.48 -3.79
H -4.13 3.37 -2.78
H -2.50 2.88 -3.27
H -2.17 5.06 -2.24
H -3.35 4.72 -0.98
H -0.37 4.51 -3.02
H 2.00 4.87 -3.38
H 3.62 4.50 -1.56
H 2.79 3.76 0.66
H 0.43 3.46 1.06
H -1.25 2.26 0.65
H -2.33 3.54 1.23
H -4.19 2.69 0.06
H -3.31 1.17 0.30
H -0.88 -0.09 0.11
H 3.57 -1.77 2.56
H 2.20 -0.85 3.20
H 1.90 -3.24 3.84
H -1.31 -4.55 1.07
H -2.42 -6.64 1.69
H -1.36 -8.19 3.29
H 0.84 -7.61 4.27
H 1.96 -5.53 3.64
H -0.03 -2.63 0.39
H 0.93 -4.01 -0.16
H 3.01 -2.73 0.18
H 1.91 -1.76 -0.82

4.
Molecular formula: C28H29NO5
Method: DFT, ωB97M-V/def2-TZVPD

Output
Maximum force = 2.09 eV/Å
Gap between HOMO and LUMO = 8.3622 eV
Net charge = 0
LUMO level = 0.021 hartree
SMILES = CCOC(=O)N(C(C)=O)[C@H](C=C(c1ccc(OC)cc1)c1ccc(OC)cc1)c1ccccc1

CARTESIAN COORDINATES (ANGSTROEM)
C 5.10 2.93 1.06
C 4.54 1.78 1.85
O 3.28 1.38 1.22
C 2.83 0.22 1.70
O 3.55 -0.63 2.23
N 1.49 -0.07 1.54
C 1.29 -1.41 1.98
C 1.62 -2.43 0.91
O 0.89 -1.70 3.10
C 0.38 0.77 1.19
C 0.03 0.53 -0.23
C -1.04 -0.13 -0.78
C -1.09 -0.13 -2.26
C -0.76 1.04 -2.96
C -0.80 1.08 -4.34
C -1.06 -0.10 -5.07
O -0.91 -0.04 -6.42
C -0.92 -1.28 -7.17
C -1.38 -1.30 -4.38
C -1.37 -1.31 -3.00
C -2.08 -0.91 -0.06
C -3.34 -1.23 -0.65
C -4.22 -2.10 -0.04
C -3.90 -2.70 1.21
O -4.76 -3.61 1.73
C -4.38 -4.26 2.98
C -2.70 -2.34 1.84
C -1.84 -1.45 1.21
C 0.74 2.16 1.71
C 0.55 2.37 3.07
C 0.92 3.59 3.65
C 1.54 4.56 2.85
C 1.66 4.37 1.47
C 1.22 3.17 0.89
H 6.03 3.28 1.52
H 5.33 2.62 0.03
H 4.39 3.76 1.03
H 5.20 0.90 1.86
H 4.31 2.08 2.88
H 1.64 -2.01 -0.11
H 2.60 -2.84 1.18
H 0.89 -3.25 0.95
H -0.51 0.49 1.75
H 0.83 0.84 -0.92
H -0.49 1.93 -2.39
H -0.56 2.00 -4.87
H -0.78 -0.95 -8.20
H -0.09 -1.94 -6.86
H -1.88 -1.80 -7.06
H -1.58 -2.22 -4.93
H -1.55 -2.25 -2.47
H -3.61 -0.79 -1.60
H -5.17 -2.36 -0.51
H -5.21 -4.93 3.19
H -3.45 -4.83 2.86
H -4.26 -3.53 3.79
H -2.40 -2.77 2.80
H -0.92 -1.23 1.74
H 0.10 1.58 3.67
H 0.75 3.76 4.71
H 1.89 5.50 3.30
H 2.11 5.14 0.83
H 1.29 3.01 -0.19

5.
Molecular formula: C28H29NaO5P
Method: DFT, ωB97M-V/def2-TZVPD

Output
Maximum force = 3.66 eV/Å
Gap between HOMO and LUMO = 6.1796 eV
Net charge = +1
LUMO level = -0.181 hartree

CARTESIAN COORDINATES (ANGSTROEM)
C -1.94 -7.39 0.71
C -1.57 -6.05 1.46
O -2.41 -5.94 2.65
P -2.43 -4.35 3.19
O -2.89 -4.40 4.61
C -0.74 -3.60 3.00
C -0.54 -2.80 1.61
C -0.22 -1.32 1.92
C -1.09 -0.54 2.84
C -0.85 0.85 3.18
C 0.30 1.58 2.64
C 1.17 0.83 1.72
C 0.91 -0.58 1.35
C 1.90 -1.23 0.32
O 2.31 -2.36 0.40
C 2.36 -0.25 -0.82
C 2.47 -0.73 -2.20
C 2.88 0.25 -3.21
C 3.17 1.64 -2.83
C 3.08 2.13 -1.44
C 3.41 3.59 -1.03
C 2.76 4.69 -1.92
C 3.69 5.66 -2.55
C 3.23 6.76 -3.38
C 1.79 6.94 -3.61
C 0.87 5.98 -2.99
C -0.66 6.22 -3.25
C 1.33 4.85 -2.15
C 2.64 1.15 -0.44
C 2.44 1.50 1.08
O 3.19 2.18 1.73
O -3.54 -3.40 2.36
C -4.53 -4.17 1.65
C -5.27 -3.14 0.68
H -1.81 -8.29 1.37
H -3.00 -7.35 0.32
H -1.26 -7.47 -0.18
H -0.47 -6.08 1.69
H -1.86 -5.20 0.77
H 0.03 -4.43 3.06
H -0.57 -2.94 3.88
H -1.47 -2.91 0.99
H 0.27 -3.34 1.06
H -1.98 -1.04 3.30
H -1.55 1.39 3.87
H 0.53 2.64 2.86
H 2.27 -1.80 -2.45
H 2.98 -0.08 -4.28
H 3.47 2.31 -3.67
H 3.17 3.83 0.04
H 4.54 3.69 -1.10
H 4.79 5.56 -2.39
H 3.96 7.47 -3.84
H 1.45 7.81 -4.22
H -1.07 6.60 -2.24
H -1.22 5.27 -3.47
H -0.85 7.05 -3.98
H 0.60 4.14 -1.69
H -5.29 -4.63 2.35
H -4.07 -4.95 0.99
H -4.46 -2.58 0.15
H -5.81 -2.41 1.34
H -5.98 -3.65 -0.01
Na -2.55 6.88 -1.75

6.
Molecular formula: C28H30B2ClF4N7O8Ti
Method: DFT, ωB97M-V/def2-TZVPD

Output
Maximum force = 1.79 eV/Å
Gap between HOMO and LUMO = 4.7724 eV
Net charge = +2
LUMO level = -0.296 hartree

CARTESIAN COORDINATES (ANGSTROEM)
Ti -0.48 -0.51 -2.05
C -3.33 -3.38 -3.61
C -2.62 -2.21 -3.06
N -1.35 -2.07 -2.99
O -0.50 -2.96 -3.57
B 0.25 -2.22 -4.56
F -0.55 -1.59 -5.48
F 1.38 -2.75 -4.99
O 0.77 -0.77 -3.56
N 0.00 0.33 -3.73
C 0.02 1.07 -4.77
C 0.91 0.88 -5.94
C -1.08 2.07 -4.77
N -1.44 2.68 -3.68
O -2.61 3.20 -3.47
B -3.63 2.03 -3.09
F -4.74 2.64 -2.66
F -3.75 1.27 -4.25
O -2.97 1.21 -2.01
N -2.50 -0.01 -2.39
C -3.33 -0.97 -2.59
C -4.80 -0.87 -2.45
C -1.85 2.27 -6.02
H -2.61 -4.07 -4.06
H -4.06 -3.08 -4.36
H -3.86 -3.89 -2.81
H 1.72 0.19 -5.70
H 1.32 1.84 -6.27
H 0.34 0.45 -6.77
H -5.19 -0.09 -3.10
H -5.05 -0.57 -1.43
H -5.29 -1.81 -2.69
H -1.17 2.63 -6.80
H -2.66 2.98 -5.88
H -2.27 1.32 -6.36
Cl -0.41 2.75 -2.29
O -2.17 -1.60 2.12
C -0.95 -2.11 2.26
C -0.59 -2.57 3.53
C 0.66 -3.09 3.76
C 1.61 -3.20 2.72
C 1.28 -2.78 1.47
C 0.00 -2.23 1.21
C -0.28 -1.76 -0.11
O 0.50 -1.92 -1.11
O -1.32 -1.02 -0.40
H -2.25 -1.11 1.29
H -1.32 -2.49 4.32
H 0.92 -3.43 4.75
H 2.59 -3.62 2.92
H 1.97 -2.87 0.64
C 4.57 1.54 8.10
C 3.40 1.48 7.16
C 2.31 2.33 7.29
C 1.24 2.28 6.41
C 1.24 1.36 5.38
N 0.12 1.29 4.49
C 0.13 1.20 3.14
O -0.86 0.90 2.49
N 1.36 1.48 2.54
C 1.68 1.25 1.23
C 3.02 1.29 0.81
C 3.33 0.99 -0.50
C 2.32 0.62 -1.38
N 1.03 0.61 -1.00
C 0.71 0.96 0.26
C 2.30 0.47 5.25
C 3.37 0.55 6.12
H 4.46 2.35 8.83
H 5.50 1.70 7.56
H 4.67 0.60 8.65
H 2.30 3.06 8.10
H 0.40 2.96 6.53
H -0.80 1.29 4.89
H 2.11 1.77 3.15
H 3.79 1.55 1.52
H 4.35 1.01 -0.85
H 2.54 0.32 -2.39
H -0.33 0.99 0.54
H 2.27 -0.30 4.49
H 4.20 -0.15 6.02

7.
Molecular formula: C28H30BCl2CoN10O4S
Method: DFT, ωB97M-V/def2-TZVPD

Output
Maximum force = 0.81 eV/Å
Gap between HOMO and LUMO (alpha / beta) = 6.8383 / 6.8389 eV
Net charge = +2
LUMO level (alpha / beta) = -0.277 / -0.277 hartree

CARTESIAN COORDINATES (ANGSTROEM)
Co -0.11 -0.06 -0.38
C 4.17 -0.35 -0.72
C 2.88 -0.72 -0.37
N 1.89 0.17 -0.40
C 2.19 1.42 -0.81
C 3.49 1.76 -1.15
N 4.48 0.88 -1.10
C 1.07 2.37 -0.68
C 0.98 3.74 -0.86
C -0.13 4.41 -0.34
C -1.05 3.72 0.47
C -0.92 2.35 0.59
N 0.04 1.74 -0.10
C -1.53 1.38 1.52
C -2.52 1.65 2.45
N -2.94 0.72 3.31
C -2.36 -0.46 3.25
C -1.37 -0.77 2.32
N -0.95 0.16 1.47
C -0.28 5.86 -0.56
C -0.71 6.71 0.45
C -0.83 8.07 0.17
N -0.57 8.59 -1.02
C -0.17 7.77 -1.98
C 0.01 6.41 -1.81
H 4.97 -1.08 -0.68
H 2.66 -1.73 -0.05
H 3.74 2.77 -1.45
H 1.78 4.28 -1.34
H -1.83 4.26 0.98
H -3.00 2.62 2.50
H -2.69 -1.22 3.96
H -0.92 -1.75 2.28
H -0.92 6.35 1.45
H -1.15 8.76 0.95
H 0.02 8.23 -2.95
H 0.33 5.79 -2.64
C 2.49 4.94 -6.95
C 2.96 4.16 -5.73
S 1.69 3.23 -4.93
O 2.28 2.48 -3.84
O 0.57 4.09 -4.61
C 1.13 2.06 -6.16
C -0.06 1.23 -5.70
N 0.19 0.47 -4.46
C -0.32 0.78 -3.25
N 0.14 -0.09 -2.34
C 0.95 -0.98 -2.98
C 0.98 -0.64 -4.29
N 1.71 -1.34 -5.32
O 1.62 -0.92 -6.46
O 2.27 -2.35 -4.97
C -1.32 1.86 -3.05
H 3.26 5.66 -7.22
H 1.58 5.49 -6.74
H 2.33 4.30 -7.81
H 3.31 4.81 -4.93
H 3.76 3.45 -5.96
H 1.98 1.43 -6.42
H 0.83 2.63 -7.04
H -0.33 0.53 -6.48
H -0.92 1.87 -5.50
H 1.44 -1.81 -2.50
H -2.26 1.56 -3.53
H -0.98 2.80 -3.49
H -1.54 2.00 -2.00
B -4.51 -0.09 -1.58
C -3.02 -0.13 -1.15
N -1.91 -0.13 -0.82
H -4.53 0.45 -2.66
H -5.07 0.55 -0.72
H -4.83 -1.26 -1.61
Cl 0.18 -2.46 -0.05
C -1.14 -3.68 -0.50
Cl -2.70 -3.25 0.09
H -0.77 -4.58 -0.02
H -1.11 -3.73 -1.58